Entry 1:
62
Properties=species:S:1:pos:R:3:forces:R:3:nbo_charge:R:1 method="wB97M-V/def2-TZVPD" homo_lumo_gap_ev=10.98 relative_energy_kcal_mol=0.0 lumo_ev=-2.312 homo_ev=-13.30 charge=+1 spin_multiplicity=1
Mg 4.259880 16.854670 15.736261 1.3686 0.2661 0.1372 1.764
C 4.429073 17.838023 11.619762 -0.1265 -0.7566 0.4810 0.776
F 5.630349 17.583238 12.160047 -0.1088 -0.0426 0.3824 -0.331
F 4.268735 19.133486 11.610240 -0.2584 0.2659 -0.3329 -0.281
F 4.437464 17.306593 10.415523 -0.2729 0.3214 -0.4225 -0.288
S 3.081126 16.853891 12.554096 0.9790 -0.7748 0.2318 2.160
O 1.838413 16.975602 11.854952 0.4081 0.6973 0.8413 -0.856
O 3.633613 15.529368 12.551495 0.3642 0.1514 0.5215 -0.947
N 3.180710 17.462737 14.212544 -1.2798 0.0685 -3.9035 -1.338
S 2.052030 18.602056 14.268917 -1.4902 2.1771 0.4662 2.176
O 2.068852 19.342188 15.513876 0.4709 -1.1533 -0.2808 -0.934
O 2.028328 19.426553 13.087076 -0.1175 -0.8576 0.4887 -0.900
C 0.423163 17.561823 14.379474 0.7935 1.1011 0.3559 0.759
F -0.349108 17.798722 13.369845 -0.4949 0.0175 -0.8871 -0.275
F 0.678629 16.270121 14.500674 0.3376 -0.8595 -0.3353 -0.325
F -0.203049 17.914888 15.486090 -0.3027 0.4013 0.7592 -0.312
C 5.742693 19.368576 14.647477 0.1901 1.1451 0.0587 -0.258
O 5.687980 18.185174 15.440822 0.4834 0.3529 0.2942 -0.646
C 6.679471 18.239218 16.459647 1.1444 -0.7927 0.1530 -0.093
C 6.864569 16.882957 17.140519 -0.9179 0.1636 0.1271 -0.091
O 5.583857 16.235729 17.250561 1.4605 0.2548 0.8599 -0.605
C 5.627028 15.156810 18.192141 -1.1937 -0.6718 -1.0956 -0.080
C 5.872043 15.560676 19.630407 0.5567 0.7915 0.2398 -0.104
O 5.281470 16.830336 19.813305 -0.0528 0.1276 -0.0580 -0.560
C 5.568474 17.401741 21.089811 -0.8687 -0.6812 -0.1335 -0.253
H 5.736497 20.257684 15.289014 0.0482 -0.1923 0.1605 0.194
H 4.875769 19.478553 14.013050 -0.1069 -0.4671 -0.1429 0.225
H 6.669412 19.396398 14.072573 -0.0992 -0.1931 -0.1100 0.199
H 6.477632 19.016584 17.196498 -0.3485 0.0709 -0.1176 0.202
H 7.661179 18.432696 16.013877 -0.1372 0.4029 -0.1209 0.205
H 7.237619 17.093717 18.142834 0.2021 -0.0965 -0.0386 0.210
H 7.547707 16.213161 16.616910 0.0655 0.0720 -0.1559 0.192
H 6.291248 14.383447 17.796741 0.4916 0.1067 0.4166 0.198
H 4.642946 14.700528 18.060724 -0.1198 0.1066 0.4028 0.192
H 6.939295 15.641302 19.868780 0.1393 -0.0893 -0.1769 0.175
H 5.478810 14.829194 20.341757 -0.2121 -0.1922 -0.1901 0.199
H 5.009883 18.332366 21.148154 0.2990 0.1967 -0.0878 0.201
H 6.639810 17.531904 21.238733 0.0325 0.1002 0.0679 0.182
H 5.130824 16.745203 21.848959 0.3565 0.0367 0.2429 0.181
C 3.543746 18.914770 17.950412 -0.0016 1.4767 0.3116 -0.258
O 3.405640 17.655217 17.340924 -0.6719 -0.3647 0.3272 -0.637
C 2.424388 16.843716 17.993733 -1.3592 0.5443 -0.8414 -0.092
C 2.140635 15.528923 17.209711 0.6466 0.1865 1.1581 -0.079
O 3.082349 15.453090 16.149413 -0.7918 -1.8698 0.6238 -0.648
C 3.169915 14.263564 15.368609 0.5327 -0.6354 -1.0479 -0.092
C 4.624094 14.083831 14.878836 -0.3599 0.0862 1.7783 -0.076
O 5.271467 15.338105 14.746716 -0.5125 0.8948 -1.0873 -0.640
C 6.378880 15.374880 13.859581 1.2871 -0.9874 0.2059 -0.255
H 4.047717 19.623691 17.291270 0.0805 -0.4307 -0.2949 0.205
H 4.114018 18.888650 18.881782 -0.1115 -0.4646 0.0081 0.190
H 2.574165 19.387529 18.122560 -0.0877 -0.2944 0.0632 0.212
H 1.456038 17.351477 17.917833 0.2330 0.4810 0.3622 0.207
H 2.667377 16.730812 19.047548 0.2907 -0.3414 -0.0520 0.209
H 1.118093 15.495252 16.845294 0.0304 0.0843 -0.2308 0.215
H 2.269889 14.734902 17.951900 0.1032 -0.4239 -0.4783 0.192
H 2.512475 14.273440 14.498860 -0.2525 0.5078 0.2081 0.222
H 2.974430 13.334334 15.908108 -0.3564 0.3374 0.4970 0.205
H 4.558754 13.445445 13.999499 0.5793 0.2407 -0.1764 0.232
H 5.148633 13.632896 15.732142 0.1435 -0.6442 -0.5236 0.174
H 7.174278 14.769370 14.314941 -0.0954 -0.2950 -0.2352 0.176
H 6.855930 16.346192 13.748604 -0.7853 0.3304 0.2790 0.209
H 6.140750 14.987723 12.871600 -0.2245 0.0068 0.0469 0.217

***

Entry 2:
50
Properties=species:S:1:pos:R:3:forces:R:3:nbo_charge:R:1 method="wB97M-V/def2-TZVPD" homo_lumo_gap_ev=8.79 relative_energy_kcal_mol=0.1 lumo_ev=0.428 homo_ev=-8.36 spin_multiplicity=1
Pd -0.021676 0.554765 -0.050014 0.0574 0.0153 -0.0414 0.604
O 1.315434 -3.571008 -1.485472 0.0111 0.0120 -0.0259 -0.669
C 1.096468 -2.301603 -1.126314 -0.0014 0.0042 0.0921 0.781
O 0.010573 -1.863190 -0.859387 -0.0186 0.0357 -0.0503 -0.590
C 2.378598 -1.501968 -1.136124 0.0114 0.0013 -0.0474 -0.180
O 2.200004 -0.205787 -0.618169 0.0412 -0.0557 -0.0366 -0.550
C 2.816398 0.001293 0.666107 0.0085 -0.0065 0.1068 -0.194
C 1.955833 -0.449908 1.862584 -0.0136 0.1536 -0.0736 0.741
O 2.537370 -0.781298 2.881162 0.0414 -0.0273 -0.0118 -0.650
O 0.685449 -0.368610 1.694902 -0.0462 -0.1124 0.1897 -0.798
H 0.458311 -4.023342 -1.496929 -0.0105 -0.0071 0.0008 0.504
H 2.702110 -1.429259 -2.178155 0.0019 0.0134 -0.0007 0.223
H 3.145013 -2.056689 -0.590874 -0.0155 0.0007 0.0164 0.220
H 2.966910 1.079103 0.751548 -0.0005 -0.0041 -0.0152 0.210
H 3.789613 -0.487427 0.704397 -0.0055 -0.0226 -0.0201 0.199
I -1.700043 0.351611 -3.052468 0.0032 -0.0233 -0.0402 0.028
C -0.344695 1.439896 -1.792972 -0.0770 0.1008 0.0239 -0.743
H -0.698067 2.461321 -1.831976 0.0407 0.0034 -0.0236 0.182
H 0.628184 1.388499 -2.286562 -0.0163 -0.0295 -0.0274 0.200
C -2.770543 3.696481 -0.633260 -0.0348 0.0055 0.0141 -0.607
C -2.923592 2.670629 0.489783 0.0559 -0.0062 -0.0405 -0.540
C -3.946631 1.602327 0.100407 -0.0038 0.0078 -0.0098 -0.620
P -1.346830 1.921892 1.100579 0.0204 -0.0583 0.0246 1.196
C -0.381214 3.374775 1.724541 0.0148 0.0352 -0.0131 -0.546
C 0.473643 3.014510 2.940824 0.0048 -0.0251 0.0166 -0.613
C 0.530255 3.934125 0.627784 -0.0122 -0.0161 0.0109 -0.604
C -1.838092 0.989908 2.615609 -0.0089 -0.0270 -0.0001 -0.555
C -2.342336 -0.427273 2.330006 0.0079 0.0068 0.0080 -0.607
C -2.795878 1.764386 3.519739 -0.0015 0.0087 0.0108 -0.617
H -3.746342 4.147371 -0.824804 0.0012 0.0196 0.0192 0.218
H -2.450292 3.232700 -1.565088 -0.0248 0.0018 0.0156 0.216
H -2.084601 4.501895 -0.375262 0.0296 0.0029 -0.0215 0.208
H -3.289399 3.207977 1.371560 -0.0292 -0.0026 -0.0075 0.220
H -3.520318 0.878471 -0.595514 -0.0012 -0.0028 -0.0032 0.231
H -4.795274 2.078444 -0.394783 -0.0011 0.0002 -0.0017 0.216
H -4.329470 1.065799 0.965699 0.0032 0.0094 -0.0136 0.210
H -1.109909 4.141993 2.009758 -0.0167 -0.0133 -0.0076 0.218
H 1.099299 2.142963 2.733631 0.0065 0.0074 0.0097 0.226
H -0.120060 2.793134 3.826424 -0.0006 0.0126 -0.0048 0.214
H 1.131298 3.851812 3.181637 0.0002 0.0012 -0.0071 0.217
H 1.321538 3.215183 0.404771 -0.0015 0.0022 -0.0062 0.214
H 0.994919 4.860501 0.971304 0.0034 -0.0065 0.0032 0.216
H 0.009047 4.142391 -0.304290 -0.0191 0.0072 -0.0258 0.211
H -0.879970 0.863381 3.123568 -0.0132 -0.0037 -0.0014 0.267
H -3.294671 -0.439954 1.803324 0.0014 -0.0029 0.0054 0.198
H -2.483413 -0.944410 3.281556 0.0049 -0.0013 0.0025 0.215
H -1.611796 -0.990650 1.753818 -0.0093 -0.0139 -0.0063 0.246
H -3.799930 1.814364 3.093480 0.0141 -0.0021 0.0095 0.204
H -2.460302 2.785595 3.712520 -0.0033 0.0022 0.0041 0.205
H -2.877377 1.256439 4.482415 0.0012 -0.0004 0.0008 0.224